(1)
# H12O5S2

A cluster of 6 separate species, H12O5S2 in total (the ωB97M-V functional and the def2-TZVPD basis, the Open Molecules 2025 dataset).

gap between HOMO and LUMO: 8.5 eV
energy above the lowest of the compared OMol25 structures with the same formula, charge and spin: 128.6 kJ/mol
SMILES: SS.O.O.O.O.O

ORCA input file:
```
! RIJCOSX wB97M-V def2-TZVPD def2/J DEFGRID3
* xyz 0 1
S -1.9006 -1.5850 2.5028
S -2.8585 0.1941 1.9174
O -0.0697 0.0886 -4.2405
O 5.0855 -0.6577 1.0037
O -1.5405 2.5372 -2.3220
O 3.3293 -0.8896 -1.2550
O 1.3953 1.2321 -0.5660
H 2.9256 -0.1232 -0.8195
H -0.5511 -0.7131 -4.0418
H 0.5043 0.1433 -3.4851
H 4.5388 -0.7602 0.2066
H -2.0774 3.3088 -2.4979
H -1.7764 1.8943 -2.9953
H -2.0957 1.0541 1.1954
H 5.6504 -1.4377 1.0234
H 1.1881 1.5928 -1.4376
H 3.7275 -0.5490 -2.0689
H 2.0151 1.8703 -0.2013
H -2.9833 -1.8340 3.2181
*
```


(2)
# C3N2S

The molecule C3N2S (the ωB97M-V functional and the def2-TZVPD basis, the Open Molecules 2025 dataset).

gap between HOMO and LUMO: 7.9 eV
energy above the lowest of the compared OMol25 structures with the same formula, charge and spin: 79.3 kJ/mol
SMILES: N#CC(=S)C#N

ORCA input file:
```
! RIJCOSX wB97M-V def2-TZVPD def2/J DEFGRID3
* xyz 0 1
S 1.6161 0.1445 0.6120
N -1.9966 1.3710 0.6967
N -0.6458 -1.4869 -1.7979
C -1.1347 0.5736 0.4234
C -0.2255 -0.8652 -0.9188
C 0.1335 0.0413 0.1482
*
```


(3)
# C4H10N2

A cluster of 2 separate species, C4H10N2 in total (the ωB97M-V functional and the def2-TZVPD basis, the Open Molecules 2025 dataset).

gap between HOMO and LUMO (alpha / beta): 5.8 / 2.0 eV
energy above the lowest of the compared OMol25 structures with the same formula, charge and spin: 423.1 kJ/mol
expectation value of S²: 0.766

ORCA input file:
```
! RIJCOSX wB97M-V def2-TZVPD def2/J DEFGRID3
* xyz 1 2
N -3.0764 2.2738 -1.9405
N 4.0888 -1.0244 2.6850
C -4.3519 1.6824 -2.2292
C -2.3849 2.8475 -2.8379
C 3.2187 -2.1670 2.5927
C 3.5869 -3.4751 2.6332
H -2.8912 3.3579 -3.6931
H -1.4686 3.3168 -2.5464
H 3.3887 -0.2946 2.5855
H -4.3910 0.6731 -1.7596
H 4.3656 -3.9280 3.2426
H -4.5531 1.4493 -3.3082
H 2.7017 -4.0481 2.3115
H 2.1845 -1.9558 2.2838
H -5.1372 2.3769 -1.9054
H 4.7193 -1.0847 1.8863
*
```


(4)
# C33H31N2O5PV

A structure of composition C33H31N2O5PV (the ωB97M-V functional and the def2-TZVPD basis, the Open Molecules 2025 dataset).

gap between HOMO and LUMO (alpha / beta): 6.9 / 5.1 eV
expectation value of S²: 1.081

ORCA input file:
```
! RIJCOSX wB97M-V def2-TZVPD def2/J DEFGRID3
* xyz 0 2
V 0.5280 0.1593 -0.3663
P -1.7568 0.6817 -0.3605
O 6.1972 -3.5408 0.2030
O 2.7291 -5.6438 0.8337
O 1.7760 3.8528 -1.1881
O 2.7785 0.4662 -0.6865
O 0.7519 2.0450 -0.3505
N 0.5062 -1.7326 -0.6656
N 3.9962 -3.9968 -0.0468
C 0.5503 -4.5580 -0.8591
C -3.1921 1.2749 1.9913
C -3.3111 1.3844 3.3875
C -1.9171 2.3346 -1.1235
C 1.5523 -2.4797 -0.2236
C 3.7668 2.0627 -2.2119
C 1.3622 -0.2346 2.4936
C 1.2400 -0.1465 3.8993
C -1.6574 3.6238 -3.1466
C -5.5248 -0.0501 -1.8977
C -2.2487 1.0772 4.1933
C 2.8081 -4.5948 0.2223
C 0.0791 0.2889 4.4677
C -5.8284 -1.2818 -1.3399
C -2.3527 4.6958 -1.1129
C -0.8835 0.5435 2.2371
C -1.5901 2.4149 -2.4773
C -4.2983 0.5506 -1.6444
C 0.3343 0.0940 1.6375
C 5.2504 -4.5698 0.3683
C -0.4891 -2.4378 -1.2824
C 1.7574 2.6957 -0.8182
C -2.2945 3.4820 -0.4418
C -3.3699 -0.0766 -0.8180
C -1.0193 0.6443 3.6483
C -3.6803 -1.3210 -0.2662
C -0.4971 -3.8080 -1.3889
C -2.0021 0.8786 1.4300
C -2.0423 4.7676 -2.4610
C 3.0867 1.8817 -0.8653
C 1.6127 -3.8569 -0.2974
C 3.9578 2.3587 0.2879
C -4.9019 -1.9193 -0.5254
H 4.0592 -3.2037 -0.6642
H 4.0666 3.4402 0.2414
H -2.6284 5.5930 -0.5735
H -4.2535 1.7000 3.8169
H -2.0838 5.7182 -2.9767
H 0.5607 -5.6380 -0.8921
H 3.2244 0.1826 0.1210
H -2.5109 3.4331 0.6172
H -4.0450 1.4940 1.3593
H 3.7538 3.1186 -2.4717
H 7.0739 -3.8802 0.3974
H -1.2644 1.5179 -2.9972
H -1.3063 -1.8571 -1.6853
H 5.4954 -5.4444 -0.2468
H 2.0779 -0.4258 4.5278
H 2.3208 -0.5810 2.1076
H 2.3701 -1.9384 0.2357
H -0.0167 0.3644 5.5447
H -1.3953 3.6808 -4.1954
H -2.9657 -1.8054 0.3910
H 5.1613 -4.8959 1.4081
H -6.2440 0.4550 -2.5299
H -2.3419 1.1498 5.2713
H -1.3379 -4.2950 -1.8635
H 4.9502 1.9030 0.2390
H 3.4875 2.1060 1.2434
H -6.7879 -1.7437 -1.5347
H 4.7970 1.7045 -2.1801
H -5.1363 -2.8820 -0.0890
H -4.0710 1.5143 -2.0780
H 3.2266 1.5049 -2.9788
*
```


(5)
# C8H19N2O5P2S

A cluster of 2 separate species, C8H19N2O5P2S in total (the ωB97M-V functional and the def2-TZVPD basis, the Open Molecules 2025 dataset).

gap between HOMO and LUMO: 6.7 eV

ORCA input file:
```
! RIJCOSX wB97M-V def2-TZVPD def2/J DEFGRID3
* xyz 1 1
S 1.7596 0.4646 -0.4000
P -3.8519 3.2728 -0.6191
P 0.4363 -0.9797 -0.7097
O 3.7681 -0.2304 2.4295
O -5.3327 3.2796 -0.0602
O -2.8230 4.2560 0.3909
O -3.9142 3.8499 -2.2845
O -4.2649 -2.4652 -1.8851
N -1.6077 1.3824 -0.6655
N -3.9091 0.1931 -0.6959
C 5.1416 -0.5505 2.2237
C -1.2778 -0.1020 -0.7058
C 5.7128 -1.1595 3.4943
C -3.1850 -2.4164 -0.8483
C 5.8973 0.7065 1.8233
C -3.7041 -2.2928 -3.2351
C -2.7521 -0.8183 -0.7496
C -3.1265 1.5062 -0.6608
H 0.5183 -2.0318 0.2813
H -2.0985 4.6404 -0.1867
H 6.9548 0.4906 1.6424
H 5.6342 -0.4598 4.3340
H 5.1890 -1.2831 1.4107
H -2.2603 -3.0928 -1.1213
H 5.1513 -2.0564 3.7772
H 5.4675 1.1408 0.9143
H 3.7162 0.4197 3.1497
H -0.8730 2.1468 -0.6615
H -4.5937 -2.4686 -4.0108
H 6.7647 -1.4315 3.3635
H -3.3169 -1.1948 -3.4626
H -4.9359 0.0058 -0.6947
H -2.8123 -3.0377 -3.4805
H 5.8253 1.4725 2.6038
H 0.7028 -1.4895 -2.0597
H -4.3920 3.1384 -2.8390
H -3.6085 -2.8054 0.1978
*
```


(6)
# CH15N3O5

A cluster of 6 separate species, CH15N3O5 in total (the ωB97M-V functional and the def2-TZVPD basis, the Open Molecules 2025 dataset).

gap between HOMO and LUMO: 9.3 eV
SMILES: N=C(N)N.O.O.O.O.O

ORCA input file:
```
! RIJCOSX wB97M-V def2-TZVPD def2/J DEFGRID3
* xyz 0 1
O -1.3230 -1.2958 1.4485
O -2.4987 1.0672 1.6959
O 2.7866 -1.5933 -1.6256
O -3.2692 -0.2989 -0.6057
O -0.5029 -0.5421 -2.8298
N 2.5801 0.6787 1.4252
N 1.1300 2.0700 0.2952
N 0.8872 -0.2440 0.0952
C 1.5656 0.8232 0.6925
H 3.7313 -1.4614 -1.5446
H -2.9923 0.5197 -0.1504
H 0.1773 -0.0926 -0.6072
H -1.6038 0.6914 1.6121
H -0.6295 0.4073 -2.7655
H -1.7582 -1.4703 0.6072
H 1.4629 2.8503 0.8368
H 1.5043 -0.9698 -0.2561
H 2.8465 -0.2523 1.7036
H -2.7548 0.4544 2.4010
H 0.1637 2.0869 0.0187
H -3.9126 -0.6583 0.0142
H -1.3762 -0.9025 -2.6345
H 2.3988 -1.1266 -2.3693
H -0.3707 -1.4140 1.3203
*
```


(7)
# C3H6N4S

The molecule C3H6N4S (the ωB97M-V functional and the def2-TZVPD basis, the Open Molecules 2025 dataset).

gap between HOMO and LUMO (alpha / beta): 7.5 / 7.5 eV
energy above the lowest of the compared OMol25 structures with the same formula, charge and spin: 585.8 kJ/mol

ORCA input file:
```
! RIJCOSX wB97M-V def2-TZVPD def2/J DEFGRID3
* xyz 0 1
S -3.0358 0.7435 0.2207
N 0.3049 1.6224 -0.0090
N -1.8472 -0.2009 -0.0290
N 0.6514 -0.6111 -0.2642
N -0.0208 0.4612 -0.1826
C -1.5478 -1.4524 -0.0955
C 1.6651 2.0132 0.1584
C -0.1250 -1.7888 -0.1051
H -2.3003 -2.2252 -0.1958
H 0.2951 -2.2631 0.7828
H 2.1914 1.4811 -0.7632
H 1.6134 3.0812 0.1836
H 1.9886 1.6155 1.2208
H 0.1671 -2.4765 -0.9220
*
```